{
  "formula": "C20H31N2O2S",
  "method": "wB97M-V/def2-TZVPD",
  "species": ["O", "C", "C", "C", "C", "C", "C", "C", "C", "O", "N", "C", "C", "C", "S", "H", "H", "H", "H", "H", "H", "H", "H", "H", "H", "H", "C", "C", "C", "C", "N", "C", "C", "C", "C", "C", "H", "H", "H", "H", "H", "H", "H", "H", "H", "H", "H", "H", "H", "H", "H", "H", "H", "H", "H", "H"],
  "xyz": [[2.361284, 2.589500, -0.843263], [3.159434, 1.695417, -0.860431], [3.402128, 0.485380, 0.133931], [2.569207, -0.083988, 1.204021], [3.127669, -1.225218, 1.933572], [4.431140, -1.825482, 1.623147], [5.268567, -1.254884, 0.555555], [4.727660, -0.107390, -0.137429], [5.310794, 0.789083, -1.277136], [6.468764, 0.928735, -1.526166], [4.159078, 1.422652, -1.882822], [3.534805, 0.582186, -2.938288], [4.507659, 0.212661, -4.118625], [4.878890, -1.327724, -4.177403], [3.576425, -2.274724, -5.102349], [1.575983, 0.361256, 1.458219], [2.527845, -1.674235, 2.755030], [4.786525, -2.711732, 2.201310], [6.262173, -1.661594, 0.276445], [3.085268, -0.371919, -2.541942], [2.678175, 1.165492, -3.377145], [3.982441, 0.449870, -5.087874], [5.449864, 0.824170, -4.137871], [5.071146, -1.723966, -3.150398], [5.814153, -1.419645, -4.781122], [3.413236, -3.445162, -4.393847], [-3.755098, -1.571052, 3.527167], [-5.002661, -0.947170, 2.911880], [-5.084012, -1.079893, 1.390008], [-3.921610, -0.573988, 0.538329], [-3.677497, 0.929314, 0.510671], [-2.998125, 1.474109, 1.761449], [-1.530876, 1.171159, 1.553114], [-1.320580, 1.516349, 0.100713], [-2.641690, 1.225379, -0.603320], [-4.948339, 1.679440, 0.232081], [-2.832962, -1.195136, 3.078690], [-3.712155, -1.349632, 4.594589], [-3.766705, -2.656776, 3.410538], [-5.095926, 0.100837, 3.209203], [-5.876387, -1.443469, 3.342103], [-6.020532, -0.631340, 1.047494], [-5.186206, -2.146772, 1.163857], [-4.145262, -0.848947, -0.494975], [-2.981842, -1.059971, 0.802701], [-3.167839, 2.552214, 1.784725], [-3.412385, 1.028087, 2.657977], [-1.310252, 0.114013, 1.722738], [-0.891854, 1.753690, 2.216375], [-0.489152, 0.956443, -0.328908], [-1.076836, 2.576399, -0.000671], [-2.581092, 0.366103, -1.268468], [-2.981068, 2.090953, -1.170808], [-5.616641, 1.565946, 1.083637], [-5.395338, 1.272457, -0.674748], [-4.709393, 2.732515, 0.094740]],
  "forces_ev_per_a": [[0.422, -0.917, -0.095], [1.028, -2.220, 0.929], [0.421, -1.479, 1.806], [2.455, -0.386, -0.822], [0.735, 0.493, -1.228], [-0.546, 1.783, -1.281], [-2.225, 0.974, 0.769], [-1.614, 0.496, 0.614], [-0.791, -1.679, 1.756], [-0.567, 0.136, -0.583], [-0.036, 1.019, -0.661], [-0.438, 0.034, -1.606], [-0.202, -0.468, -0.616], [0.626, 0.651, 0.056], [-0.089, -0.224, 0.671], [1.063, -0.536, -0.195], [0.543, 0.378, -0.730], [-0.411, 0.939, -0.592], [-0.858, 0.330, 0.342], [0.484, 0.719, -0.015], [0.862, -0.405, 0.646], [0.513, -0.147, 0.951], [-0.923, -0.541, 0.375], [-0.264, 0.150, -0.880], [-0.704, -0.049, 0.633], [0.443, 0.916, -0.207], [-0.054, 0.041, 0.085], [0.078, 0.031, 0.071], [-0.245, 0.048, 0.253], [-0.302, -0.135, 0.025], [0.236, 0.415, -0.373], [0.112, -0.305, 0.135], [0.015, -0.208, 0.290], [0.561, 0.366, -0.479], [-0.054, -0.047, 0.106], [0.184, -0.295, 0.142], [0.036, -0.009, 0.027], [0.036, -0.075, -0.044], [0.047, 0.055, -0.025], [-0.016, -0.008, 0.031], [-0.010, 0.079, -0.115], [0.068, -0.035, -0.081], [0.167, 0.085, -0.164], [0.104, 0.137, 0.038], [0.006, 0.181, 0.046], [-0.070, -0.079, -0.108], [-0.184, -0.031, -0.102], [-0.098, 0.048, 0.159], [-0.104, -0.030, 0.022], [-0.095, 0.076, -0.089], [0.019, -0.102, -0.019], [-0.185, 0.029, 0.092], [-0.151, -0.154, 0.057], [-0.013, -0.006, -0.107], [-0.042, 0.053, 0.096], [0.027, -0.090, -0.004]],
  "total_charge": 1,
  "e_homo_ev": -10.8,
  "gap_ev": 8.357,
  "e_above_lowest_kcal_mol": 0.0,
  "lumo_ev": -2.4328
}

{
  "formula": "C20H31N7O2",
  "method": "wB97M-V/def2-TZVPD",
  "species": ["C", "C", "C", "C", "C", "O", "C", "O", "H", "H", "H", "H", "H", "H", "H", "H", "H", "H", "C", "C", "N", "H", "H", "H", "C", "C", "N", "H", "H", "H", "C", "C", "N", "H", "H", "H", "C", "C", "N", "H", "H", "H", "C", "C", "N", "H", "H", "H", "C", "C", "N", "H", "H", "H", "C", "C", "N", "H", "H", "H"],
  "xyz": [[0.115558, -0.344125, -2.433524], [-0.444237, 1.039237, -2.751514], [-1.988661, 1.191583, -2.684271], [-2.738587, 0.232210, -1.756160], [-2.966585, -1.007951, -2.626880], [-2.857471, -0.533836, -3.990235], [-2.578743, 0.794451, -4.019974], [-2.754315, 1.455134, -4.998493], [1.196570, -0.326203, -2.579326], [-0.074767, -0.629083, -1.396782], [-0.278593, -1.108425, -3.102726], [-0.131002, 1.293291, -3.766092], [0.005744, 1.764920, -2.072498], [-2.210316, 2.225795, -2.428567], [-3.723442, 0.679522, -1.581576], [-2.313515, 0.043327, -0.773135], [-3.968455, -1.406187, -2.483694], [-2.235737, -1.796390, -2.486970], [0.368672, -2.784269, 1.006876], [-0.948337, -2.781008, 0.384383], [-1.984450, -2.775224, -0.106790], [0.302070, -2.394665, 2.020965], [0.755850, -3.801403, 1.040614], [1.052398, -2.164226, 0.428707], [1.860588, 2.204398, -6.947108], [2.179976, 1.575663, -5.671805], [2.419465, 1.087742, -4.662950], [1.671230, 1.439415, -7.697704], [0.969888, 2.821098, -6.839329], [2.691885, 2.828974, -7.269369], [2.504518, 4.710815, -3.005352], [2.149091, 4.163215, -1.702133], [1.864906, 3.739943, -0.675874], [3.145452, 4.016146, -3.544698], [1.602662, 4.885524, -3.589477], [3.030681, 5.653842, -2.877141], [5.474674, 8.248659, -4.353997], [4.806682, 7.112729, -4.976991], [4.281002, 6.220097, -5.467410], [6.412420, 8.451948, -4.867516], [4.838088, 9.129423, -4.412853], [5.682989, 8.028213, -3.308605], [-0.761206, -5.049120, 4.881461], [-0.143325, -3.749854, 4.652444], [0.333578, -2.715352, 4.514238], [-1.845328, -4.955270, 4.871363], [-0.459979, -5.757516, 4.111950], [-0.457074, -5.431897, 5.854141], [-4.451508, -4.184978, 7.940558], [-3.855577, -5.234243, 7.123818], [-3.387840, -6.066153, 6.487026], [-3.687384, -3.714213, 8.557718], [-4.903988, -3.432670, 7.296723], [-5.220062, -4.613769, 8.581356], [0.711836, -3.110758, 8.139938], [-0.572566, -2.902666, 8.794145], [-1.590425, -2.770292, 9.304149], [0.605084, -2.928108, 7.071963], [1.462308, -2.431059, 8.538155], [1.037625, -4.136379, 8.306837]],
  "forces_ev_per_a": [[0.192, 0.098, -0.029], [-0.164, -0.177, -0.037], [0.264, -0.162, 0.441], [-0.478, 0.261, -0.088], [0.233, 0.151, 0.009], [-0.417, 0.073, 0.047], [0.125, -0.304, 0.265], [0.143, 0.226, -0.333], [-0.013, 0.025, 0.021], [-0.112, -0.061, -0.058], [-0.043, -0.035, 0.038], [0.064, 0.210, 0.083], [0.001, 0.024, -0.027], [-0.134, 0.026, -0.295], [0.069, -0.011, 0.126], [0.267, -0.148, -0.164], [0.032, -0.135, -0.100], [-0.020, -0.020, 0.088], [0.040, 0.025, 0.000], [0.107, 0.007, 0.039], [-0.134, -0.010, -0.013], [0.019, -0.001, 0.002], [0.009, 0.008, 0.005], [-0.014, -0.003, -0.012], [-0.007, 0.010, -0.026], [-0.065, 0.096, -0.150], [0.109, -0.058, 0.181], [0.001, 0.008, 0.000], [-0.004, -0.010, -0.001], [-0.008, 0.004, 0.002], [-0.008, -0.031, -0.001], [0.021, 0.030, -0.168], [-0.058, -0.082, 0.193], [-0.006, -0.001, 0.007], [0.015, 0.006, -0.014], [0.002, -0.003, -0.036], [0.016, 0.018, 0.005], [0.062, 0.095, 0.028], [-0.092, -0.131, -0.040], [-0.003, 0.002, 0.005], [0.006, -0.001, 0.002], [0.002, 0.005, -0.004], [-0.032, 0.002, -0.075], [-0.079, -0.118, 0.064], [0.076, 0.084, -0.053], [0.049, -0.037, 0.023], [0.023, 0.023, -0.005], [-0.046, -0.023, -0.001], [-0.036, 0.024, 0.019], [-0.052, 0.038, 0.102], [0.057, -0.032, -0.053], [0.010, 0.001, -0.005], [-0.004, -0.002, 0.007], [0.000, 0.003, -0.009], [0.010, 0.006, -0.047], [0.120, -0.060, -0.005], [-0.160, 0.031, 0.035], [0.062, 0.013, -0.008], [-0.037, 0.016, 0.035], [0.021, 0.009, -0.017]],
  "e_homo_ev": -9.6,
  "gap_ev": 9.999,
  "smiles": "CC[C@@H]1CCOC1=O.CC#N.CC#N.CC#N.CC#N.CC#N.CC#N.CC#N",
  "e_above_lowest_kcal_mol": 111.8,
  "lumo_ev": 0.4443
}

{
  "formula": "C20H31NO6",
  "method": "wB97M-V/def2-TZVPD",
  "species": ["C", "H", "C", "C", "C", "O", "C", "C", "O", "H", "C", "C", "O", "O", "C", "H", "H", "H", "H", "C", "C", "C", "N", "C", "C", "C", "C", "C", "C", "O", "O", "H", "H", "H", "H", "H", "H", "H", "H", "H", "H", "H", "H", "H", "C", "H", "H", "H", "C", "H", "H", "H", "H", "H", "H", "H", "H", "H"],
  "xyz": [[2.538872, -1.634725, -2.124500], [1.657880, -1.199863, -2.591226], [2.866621, -0.913278, -0.823506], [3.273258, 0.548824, -1.050006], [2.206753, 1.301329, -1.787031], [2.437361, 1.703944, -2.931494], [0.869833, 1.450859, -1.199276], [-0.160476, 1.645333, -2.086035], [-0.002495, 1.867206, -3.373938], [0.994540, 1.894242, -3.546103], [-1.597515, 1.512330, -1.668227], [-1.928777, 0.025194, -1.675773], [-1.108077, -0.855381, -1.560766], [-3.220129, -0.190848, -1.849275], [-3.650503, -1.550922, -1.803950], [-3.342289, -2.005813, -0.859405], [-4.733456, -1.526302, -1.885111], [-3.217203, -2.109826, -2.635574], [-2.240666, 1.995634, -2.408765], [-1.796720, 2.162038, -0.283462], [-0.844210, 1.473577, 0.692429], [0.603755, 1.390614, 0.242807], [1.597501, 1.310214, 1.026584], [1.563150, 1.227730, 2.452752], [1.859975, -0.216855, 2.887810], [0.667825, -1.118897, 2.585745], [0.988029, -2.611262, 2.592669], [-0.260624, -3.423709, 2.219122], [-0.881444, -2.848684, 0.965654], [-1.979587, -2.345571, 0.922518], [-0.079173, -2.924064, -0.083987], [-0.429324, -2.387296, -0.828041], [-1.002422, -3.380320, 3.017082], [0.012536, -4.463217, 2.035181], [1.774036, -2.811631, 1.862710], [1.343941, -2.923507, 3.575973], [-0.139970, -0.912548, 3.292170], [0.309506, -0.865072, 1.588240], [2.091909, -0.231893, 3.953823], [2.735936, -0.566351, 2.339405], [0.622827, 1.555847, 2.918675], [2.370669, 1.875823, 2.810278], [-1.200099, 0.452865, 0.862782], [-0.887737, 1.992183, 1.652476], [-3.238983, 1.999442, 0.198242], [-3.483576, 0.955675, 0.375943], [-3.935066, 2.394981, -0.537559], [-3.379561, 2.542381, 1.130450], [-1.472920, 3.655192, -0.389871], [-0.445155, 3.814468, -0.706527], [-1.609079, 4.134062, 0.577235], [-2.133747, 4.138355, -1.106013], [4.181761, 0.590913, -1.654784], [3.435913, 1.025550, -0.084702], [1.999715, -0.946942, -0.166770], [3.693111, -1.422366, -0.322980], [2.335364, -2.684928, -1.929055], [3.368405, -1.564733, -2.825043]],
  "forces_ev_per_a": [[0.067, 0.003, 0.214], [-0.122, 0.023, -0.128], [0.017, 0.075, -0.206], [0.386, -0.052, -0.007], [0.128, -0.015, 0.334], [-0.032, -0.041, -0.284], [-0.212, 0.219, -0.732], [0.221, -0.080, 0.179], [0.062, -0.082, -0.118], [-0.188, 0.048, 0.267], [0.157, -0.001, -0.122], [0.107, -0.023, -0.143], [-0.018, 0.003, -0.076], [-0.148, 0.407, -0.054], [-0.006, -0.560, 0.145], [-0.047, 0.058, -0.157], [0.043, 0.042, -0.042], [-0.048, 0.054, 0.035], [0.076, 0.011, 0.058], [-0.094, 0.049, 0.074], [0.030, -0.024, 0.141], [-0.209, 0.087, 0.288], [0.116, 0.077, -0.230], [0.007, -0.037, 0.403], [-0.344, 0.170, -0.069], [0.426, -0.142, 0.089], [-0.232, 0.164, -0.042], [0.164, 0.058, -0.092], [-0.421, -0.141, 0.405], [-0.174, 0.094, 0.121], [0.607, -0.102, -0.505], [-0.199, -0.028, 0.309], [-0.018, -0.014, -0.121], [-0.049, -0.054, 0.013], [0.073, -0.009, 0.036], [0.056, -0.046, -0.008], [-0.107, 0.054, -0.032], [-0.085, 0.051, -0.035], [0.067, -0.030, 0.038], [0.098, -0.018, 0.010], [0.045, 0.020, 0.008], [-0.161, -0.020, 0.113], [-0.021, -0.031, 0.077], [-0.045, -0.060, -0.006], [0.221, -0.041, -0.005], [-0.067, -0.083, 0.033], [-0.113, 0.047, -0.071], [-0.002, 0.068, 0.102], [0.008, -0.192, -0.033], [0.086, 0.094, -0.025], [-0.026, 0.044, 0.105], [-0.077, 0.088, -0.085], [-0.066, 0.039, -0.056], [0.099, -0.037, -0.174], [-0.009, -0.064, 0.144], [-0.034, 0.017, 0.096], [-0.048, -0.117, -0.054], [0.057, -0.021, -0.121]],
  "e_homo_ev": -8.6,
  "gap_ev": 9.320,
  "smiles": "CCCC(=O)C1=C(O)[C@@H](C(=O)OC)C(C)(C)C/C1=N\\CCCCCC(=O)O",
  "e_above_lowest_kcal_mol": 0.0,
  "lumo_ev": 0.6937
}